A molecular structure, CHI4P at a distorted geometry, computed with the ωB97M-V functional and the def2-TZVPD basis.

Summary:
Maximum force (Eh/bohr): 0.0554
Orbital gap (eV): 7.65
Relative energy (zero: lowest compared OMol25 entry of this formula, charge and spin) (kcal/mol): 0.0
E_HOMO (eV): -9.1

Geometry as ORCA input:
```
! wB97M-V def2-TZVPD RIJCOSX def2/J DEFGRID3
* xyz 0 1
C -0.118 0.469 0.627
P 0.368 -1.077 -0.418
I -2.087 0.066 1.444
I 1.330 0.434 2.211
I -1.697 -1.017 -2.312
I 2.191 -0.223 -1.628
H 0.013 1.348 0.077
*
```



A molecular structure, C21H50BClGaN6O5, computed with the ωB97M-V functional and the def2-TZVPD basis.

Summary:
Maximum force (Eh/bohr): 0.0178
Orbital gap (eV): 5.61
E_HOMO (eV): -3.6

Geometry as ORCA input:
```
! wB97M-V def2-TZVPD RIJCOSX def2/J DEFGRID3
* xyz -1 1
C 4.444 -1.313 -1.023
C 4.747 0.099 -1.526
C 5.234 1.057 -0.418
C 4.491 2.412 -0.345
Ga 3.452 2.678 1.358
Cl 3.837 4.901 1.962
N 1.542 2.602 1.040
C 0.879 2.430 -0.007
C -0.270 3.343 -0.448
C 1.028 1.218 -0.936
B 4.113 1.647 3.104
O 5.207 2.182 3.795
N 3.559 0.454 3.669
C 2.389 -0.117 3.010
C 3.439 0.355 5.115
H 3.553 -1.306 -0.385
H 4.259 -2.011 -1.844
H 5.271 -1.704 -0.420
H 5.499 0.035 -2.322
H 3.840 0.510 -1.981
H 6.306 1.234 -0.571
H 5.165 0.529 0.545
H 3.861 2.542 -1.234
H 5.208 3.240 -0.369
H -0.076 3.762 -1.440
H -1.181 2.735 -0.482
H -0.398 4.136 0.292
H 0.269 0.469 -0.689
H 0.851 1.478 -1.987
H 2.023 0.778 -0.847
H 5.130 3.140 3.850
H 2.194 -1.128 3.387
H 1.485 0.490 3.172
H 2.565 -0.180 1.934
H 4.350 0.728 5.584
H 3.291 -0.686 5.426
H 2.585 0.937 5.496
C -3.845 -1.028 0.116
C -2.637 -0.140 0.287
O -2.258 0.569 -0.640
N -1.995 -0.112 1.475
C -2.295 -0.899 2.650
H -4.192 -0.908 -0.908
H -3.665 -2.088 0.302
H -4.638 -0.701 0.793
H -1.214 0.530 1.513
H -2.549 -0.268 3.503
H -1.438 -1.517 2.929
H -3.138 -1.553 2.443
C -0.609 -5.172 4.664
C 0.027 -4.137 3.758
O 0.576 -3.149 4.208
N -0.043 -4.346 2.414
C -0.657 -5.446 1.710
H -0.460 -4.840 5.686
H -1.678 -5.269 4.468
H -0.150 -6.153 4.533
H 0.405 -3.623 1.871
H 0.071 -5.992 1.108
H -1.451 -5.100 1.044
H -1.094 -6.142 2.421
C -1.610 -0.205 -3.758
C -0.210 -0.499 -4.245
O 0.657 -0.931 -3.508
N 0.068 -0.241 -5.560
C -0.822 0.283 -6.566
H -1.654 -0.432 -2.699
H -1.860 0.849 -3.886
H -2.358 -0.794 -4.292
H 1.022 -0.441 -5.816
H -0.941 -0.411 -7.403
H -0.465 1.235 -6.966
H -1.803 0.451 -6.131
C -6.664 1.670 -2.928
C -5.334 1.079 -2.516
O -4.971 -0.033 -2.870
N -4.515 1.817 -1.724
C -4.736 3.141 -1.194
H -7.168 0.938 -3.552
H -7.284 1.892 -2.059
H -6.529 2.594 -3.491
H -3.638 1.350 -1.496
H -3.970 3.839 -1.537
H -4.722 3.139 -0.102
H -5.705 3.516 -1.518
*
```



7 unconnected molecules or ions with the total composition C25H33F18NO8 at a distorted geometry, computed with the ωB97M-V functional and the def2-TZVPD basis.

Summary:
Maximum force (Eh/bohr): 0.0202
Orbital gap (eV): 9.42
Structure (SMILES): Cc1ccc2c(c1CCC(F)(F)C(F)(F)C(F)(F)C(F)(F)C(F)(F)C(F)(F)C(F)(F)C(F)(F)F)C(=O)N(F)C2=O.CO.CO.CO.CO.CO.CO
E_HOMO (eV): -9.9

Geometry as ORCA input:
```
! wB97M-V def2-TZVPD RIJCOSX def2/J DEFGRID3
* xyz 0 1
C 4.524 -1.271 -1.373
C 4.172 0.147 -1.024
C 4.399 1.129 -1.998
C 4.120 2.473 -1.780
C 3.662 2.827 -0.525
C 3.438 1.875 0.443
C 3.634 0.507 0.222
C 3.297 -0.510 1.275
C 2.225 -1.517 0.798
C 0.786 -1.164 1.133
F 0.467 -1.752 2.325
F 0.587 0.148 1.291
C -0.213 -1.757 0.092
F 0.356 -2.918 -0.294
F -1.389 -2.068 0.639
C -0.412 -0.918 -1.216
F -0.594 -1.817 -2.203
F 0.734 -0.274 -1.467
C -1.645 0.030 -1.396
F -2.764 -0.634 -1.116
F -1.637 0.283 -2.714
C -1.737 1.436 -0.699
F -0.539 1.971 -0.462
F -2.369 2.240 -1.569
C -2.638 1.454 0.570
F -3.915 1.435 0.182
F -2.419 0.352 1.304
C -2.456 2.672 1.519
F -3.407 2.517 2.458
F -1.279 2.621 2.105
C -2.651 4.088 0.904
F -3.647 4.098 0.040
F -1.547 4.479 0.304
F -2.925 4.927 1.889
C 3.035 2.566 1.691
O 2.656 2.139 2.727
N 3.150 4.008 1.456
F 4.426 4.371 1.961
C 3.315 4.155 0.005
O 3.134 5.176 -0.564
H 5.398 -1.318 -2.007
H 3.700 -1.755 -1.889
H 4.693 -1.851 -0.475
H 4.793 0.818 -2.952
H 4.275 3.221 -2.537
H 3.003 -0.018 2.187
H 4.188 -1.072 1.528
H 2.441 -2.478 1.241
H 2.318 -1.648 -0.269
C -6.974 0.113 2.298
O -7.199 0.838 1.091
H -7.947 -0.117 2.724
H -6.442 -0.822 2.105
H -6.405 0.710 3.014
H -6.335 1.054 0.727
C 2.089 -2.505 5.578
O 2.085 -1.511 4.561
H 3.106 -2.584 5.955
H 1.430 -2.230 6.405
H 1.783 -3.478 5.184
H 1.187 -1.436 4.226
C -0.008 -2.250 -6.163
O 0.430 -2.928 -4.991
H 0.571 -2.638 -6.998
H -1.068 -2.433 -6.356
H 0.162 -1.173 -6.087
H -0.080 -2.588 -4.252
C -7.910 0.774 -2.831
O -6.683 0.342 -2.253
H -7.813 0.672 -3.909
H -8.746 0.157 -2.492
H -8.115 1.821 -2.593
H -6.766 0.430 -1.300
C -2.870 -5.116 -0.887
O -3.331 -5.491 0.407
H -2.995 -5.974 -1.542
H -3.452 -4.281 -1.287
H -1.812 -4.841 -0.862
H -3.223 -4.735 0.989
C 7.318 1.476 1.003
O 6.124 1.228 1.739
H 7.125 1.191 -0.029
H 7.586 2.535 1.031
H 8.152 0.882 1.385
H 6.279 1.481 2.654
*
```



C3H5ClS in the gas phase at a distorted geometry, computed with the ωB97M-V functional and the def2-TZVPD basis.

Summary:
Maximum force (Eh/bohr): 0.0803
Orbital gap (eV): 9.80
Relative energy (zero: lowest compared OMol25 entry of this formula, charge and spin) (kcal/mol): 33.2
Structure (SMILES): S/C=C/CCl
E_HOMO (eV): -9.1

Geometry as ORCA input:
```
! wB97M-V def2-TZVPD RIJCOSX def2/J DEFGRID3
* xyz 0 1
S 2.687 -0.869 -0.046
C 0.891 -0.271 0.169
C -0.087 0.537 -0.274
C -1.429 0.304 0.288
Cl -2.119 -1.311 -0.113
H 3.029 -0.111 -1.268
H 0.551 -0.774 1.194
H 0.237 1.097 -1.163
H -2.264 1.043 -0.222
H -1.497 0.354 1.435
*
```



A molecular structure, C15H15CaClFNO5S at a distorted geometry, computed with the ωB97M-V functional and the def2-TZVPD basis.

Summary:
Maximum force (Eh/bohr): 0.1414
Orbital gap (eV): 3.50
E_HOMO (eV): -13.8

Geometry as ORCA input:
```
! wB97M-V def2-TZVPD RIJCOSX def2/J DEFGRID3
* xyz 2 1
C -1.510 -1.209 4.244
C -0.631 -1.553 3.310
C 0.499 -1.490 2.138
C -0.101 -1.020 0.705
C -0.969 0.297 1.076
C -2.497 0.434 0.586
C -3.146 1.791 1.115
C -2.419 2.893 1.958
N -1.047 2.714 2.365
C -0.429 1.485 1.947
O -1.174 -2.023 0.508
S -1.356 -2.452 -1.138
O -1.122 -3.950 -1.086
O -2.712 -2.258 -1.769
O -0.073 -1.463 -1.663
C 0.857 -1.001 -0.601
C 1.899 -2.232 -0.540
C 2.960 -2.280 -1.750
O 2.768 -2.750 -2.907
Cl 4.623 -1.503 -1.390
C 1.324 0.422 -1.209
F 1.822 1.365 -0.173
C 0.139 1.170 -2.065
C 0.776 2.645 -2.416
H -2.155 -0.722 5.079
H 1.424 -0.881 2.456
H 0.876 -2.588 1.998
H -3.047 -0.359 -0.033
H -4.262 1.981 0.851
H -2.993 3.855 2.281
H 0.670 1.343 2.319
H 2.526 -2.274 0.445
H 1.327 -3.252 -0.566
H 2.212 0.333 -1.966
H -0.851 1.250 -1.481
H 0.001 0.657 -3.104
H 0.467 2.887 -3.504
H 0.364 3.463 -1.714
H 1.948 2.579 -2.422
Ca 3.014 3.695 -1.883
*
```